Entry 1:
Entry from OMol25: a molecular structure, C40H55N4O8P3Y (ωB97M-V/def2-TZVPD).

```
! wB97M-V def2-TZVPD RIJCOSX def2/J DEFGRID3
* xyz 1 1
Y 0.37010 -0.95029 1.17454
C -4.72899 1.73047 -2.05154
C -4.96827 2.19448 -0.76275
C -4.28069 1.65197 0.31164
C -3.32573 0.65766 0.10768
C -3.09320 0.19474 -1.18628
C -3.79757 0.72511 -2.26038
P -2.37931 -0.15376 1.43815
C -3.63189 -1.14303 2.31142
C -3.76805 -1.12356 3.69549
C -4.68423 -1.96392 4.31677
C -5.46393 -2.82625 3.56141
C -5.32433 -2.85503 2.17910
C -4.40995 -2.02257 1.55494
C -1.69544 1.00725 2.65110
C -2.31294 2.11308 3.23514
C -1.62848 2.84837 4.18879
C -0.35077 2.45093 4.57023
C 0.24115 1.33831 3.98727
C -0.39001 0.58240 2.98673
H -5.28369 2.14055 -2.88644
H -5.71250 2.96214 -0.59175
H -4.51026 1.99188 1.31270
H -2.40214 -0.62757 -1.34198
H -3.63255 0.33513 -3.25804
H -3.15841 -0.45459 4.28970
H -4.79039 -1.93723 5.39364
H -6.18161 -3.47435 4.04750
H -5.93043 -3.52734 1.58523
H -4.29836 -2.05426 0.47628
H -3.32124 2.40298 2.96621
H -2.09346 3.71080 4.64952
H 0.17732 3.01258 5.33272
H 1.23338 1.05969 4.33433
C 4.89540 -0.35924 -3.42943
C 3.84804 0.65762 -3.03518
C 4.42877 1.93904 -2.48356
O 3.02735 0.05622 -1.97926
P 1.53109 -0.36614 -2.22510
O 1.07058 -1.20487 -1.08594
C 0.56720 1.13985 -2.49854
P 0.27411 2.06160 -0.98125
O 0.17707 1.13204 0.16698
O -1.04899 2.87523 -1.12119
C -1.21108 4.14224 -1.83573
C -2.13227 4.98544 -0.98350
C -1.76750 3.85756 -3.21364
O 1.47513 3.06976 -0.88303
C 1.73364 3.69046 0.44326
C 2.92803 2.98944 1.04456
C 1.94307 5.16602 0.20441
O 1.43439 -1.05261 -3.62654
C 1.21111 -2.50261 -3.81372
C 1.87896 -2.86434 -5.11931
C -0.27649 -2.75809 -3.79822
H 5.52256 0.03826 -4.22751
H 4.42709 -1.27720 -3.78337
H 5.53070 -0.59271 -2.57399
H 3.20586 0.86730 -3.89521
H 5.03272 1.72321 -1.60086
H 3.64214 2.63823 -2.20505
H 5.06753 2.40777 -3.23270
H -0.41241 0.81403 -2.86191
H 1.02982 1.75189 -3.27473
H -0.22608 4.60857 -1.90996
H -3.09484 4.48332 -0.87699
H -2.29027 5.95683 -1.45243
H -1.71048 5.14001 0.00992
H -2.71433 3.32675 -3.12641
H -1.07938 3.25496 -3.80886
H -1.93580 4.79533 -3.74356
H 0.85246 3.52011 1.06833
H 3.81912 3.16628 0.44050
H 2.74975 1.91811 1.11415
H 3.10574 3.37532 2.04927
H 2.77994 5.32540 -0.47671
H 2.16966 5.65813 1.15081
H 1.05216 5.63170 -0.21470
H 1.69665 -3.01154 -2.97849
H 1.41671 -2.31876 -5.94235
H 1.75944 -3.93170 -5.30459
H 2.94399 -2.63564 -5.09859
H -0.75711 -2.20265 -4.60584
H -0.73055 -2.49185 -2.84362
H -0.46147 -3.82058 -3.96400
C -0.26084 -5.28038 3.55619
N -0.69314 -4.75016 2.26831
C -1.69622 -5.37252 1.55661
C -2.19587 -4.85565 0.42825
C -1.68758 -3.57743 -0.06149
O -2.13513 -3.00968 -1.05195
N -0.65401 -3.02631 0.66292
C -0.20224 -3.56661 1.80124
O 0.68047 -2.91909 2.44329
H -1.03883 -5.13883 4.30664
H 0.63081 -4.74606 3.86475
H -0.03767 -6.34163 3.45859
H -2.04387 -6.30352 1.98384
H -2.98431 -5.34386 -0.12288
C 5.84154 -2.74399 1.22998
N 4.74972 -1.86414 1.60905
C 4.70726 -1.05153 2.71704
C 3.49574 -0.43641 2.68671
N 2.79747 -0.85646 1.57797
C 3.58400 -1.71634 0.96096
H 6.76216 -2.17493 1.11735
H 5.59902 -3.21694 0.28170
H 5.98197 -3.51542 1.98457
H 5.52638 -0.99083 3.41152
H 3.07718 0.26823 3.38385
H 3.34392 -2.23978 0.04928
*
```

Computed properties:
Frontier orbital gap in eV: 8.4
Relative energy (zero: lowest compared OMol25 entry of this formula, charge and spin) in kcal per mole: 0.0
Lowest unoccupied orbital energy in eV: -1.64
Electronic energy in a.u.: -3440.81512



Entry 2:
Entry from OMol25: a molecular structure, C40H56BFN7OS3SbSe4Ti (ωB97M-V/def2-TZVPD).

```
! wB97M-V def2-TZVPD RIJCOSX def2/J DEFGRID3
* xyz -2 1
Ti 0.73296 0.84470 -1.45157
C 4.89547 -1.18044 1.29236
C 3.48251 -1.50805 1.64075
C 3.12706 -2.21482 2.75058
C 1.76136 -2.50014 2.99908
N 0.81298 -2.10664 2.20015
N 1.14414 -1.38373 1.11342
B 0.01488 -0.98188 0.17256
N -0.45733 -2.10059 -0.74257
N -1.35957 -2.86096 -0.10201
C -1.83572 -3.92815 -0.68352
C -1.36736 -4.34882 -1.94136
C -0.46633 -3.57156 -2.61925
C 0.01587 -3.91270 -3.99011
C -0.04497 -2.36425 -2.01338
S 0.84079 -1.18679 -2.83296
C -2.91861 -4.65102 0.11394
C -4.03707 -3.64804 0.43023
C -2.29758 -5.15151 1.42400
C -3.50850 -5.83461 -0.65232
N -0.89141 0.03625 0.61657
N -0.73989 0.43389 1.92021
C -1.55312 1.32627 2.41899
C -2.56954 1.93611 1.67434
C -2.72592 1.57650 0.34475
C -3.72474 2.25034 -0.53926
C -1.89857 0.58609 -0.19302
S -2.04556 0.04449 -1.80043
C -1.35828 1.65242 3.89609
C -1.01924 3.13688 4.06826
C -0.24073 0.80133 4.50029
C -2.66837 1.33268 4.63380
C 2.42584 -1.06290 0.80120
S 2.71222 -0.13762 -0.57715
C 1.36271 -3.26224 4.25885
C 1.70622 -2.39275 5.47818
C 2.14497 -4.58033 4.34775
C -0.13118 -3.58056 4.26402
H 5.57206 -1.48540 2.09148
H 5.00767 -0.11290 1.09829
H 5.18233 -1.68562 0.36786
H 3.89520 -2.54179 3.43981
H -1.74079 -5.25075 -2.40768
H -0.32530 -4.90657 -4.28193
H 1.10482 -3.87469 -4.03437
H -0.34799 -3.17590 -4.70819
H -3.63454 -2.79722 0.97752
H -4.81651 -4.12259 1.03269
H -4.48747 -3.27399 -0.49146
H -1.87007 -4.30944 1.96527
H -1.50000 -5.87083 1.21911
H -3.05253 -5.63483 2.04981
H -3.95522 -5.51548 -1.59636
H -4.29003 -6.29535 -0.04551
H -2.75125 -6.59370 -0.86183
H -3.21158 2.69034 2.11059
H -4.30245 2.98827 0.02150
H -4.40476 1.52090 -0.98125
H -3.21091 2.74691 -1.36485
H -0.06143 3.37100 3.60078
H -0.95770 3.38415 5.13171
H -1.78158 3.77001 3.61170
H 0.71362 1.00234 4.01302
H -0.46462 -0.25665 4.36638
H -0.14833 1.01646 5.56921
H -3.48222 1.97369 4.29342
H -2.53605 1.48430 5.70860
H -2.95319 0.29252 4.46347
H 2.77418 -2.16744 5.51143
H 1.44080 -2.91718 6.39957
H 1.15881 -1.45015 5.44791
H 3.21983 -4.40654 4.42178
H 1.95952 -5.20126 3.46921
H 1.83233 -5.13365 5.23597
H -0.72183 -2.67899 4.10996
H -0.41605 -4.03490 5.21600
H -0.36902 -4.27562 3.45972
O -0.42377 2.35811 -2.30611
C -0.45990 2.78853 -3.49210
C -0.83640 1.89923 -4.63651
C -2.20166 2.28498 -5.23394
C -2.08696 3.39668 -6.27336
C -1.67467 4.74736 -5.69234
C -0.29878 4.74040 -5.03169
N -0.27374 4.07487 -3.72824
H -0.84894 0.87855 -4.26220
H -0.07510 1.95801 -5.42657
H -2.88831 2.57615 -4.43011
H -2.61735 1.39239 -5.70642
H -3.05440 3.51376 -6.77502
H -1.34750 3.09758 -7.02132
H -2.43615 5.10539 -4.98798
H -1.61805 5.46245 -6.51820
H 0.05158 5.75487 -4.85842
H 0.42651 4.29010 -5.71582
H 0.03287 4.62340 -2.94212
F 6.04165 5.19980 0.19272
C 4.87029 4.50592 0.12543
C 3.89108 4.90916 -0.75949
C 2.69282 4.21643 -0.77708
C 2.44579 3.13485 0.07635
C 1.17881 2.37015 0.03690
C 3.48048 2.75463 0.93757
C 4.69106 3.43094 0.96764
H 4.08346 5.71415 -1.45403
H 1.92608 4.49752 -1.48660
H 0.31165 3.03253 -0.05411
H 1.07515 1.80126 0.97163
H 3.32283 1.91508 1.60572
H 5.48771 3.13346 1.63913
Se 5.79366 1.60980 -4.83268
Sb 3.53200 2.48514 -4.65578
Se 2.25711 1.41429 -2.86409
Se 3.63351 4.93967 -4.58275
Se 2.52740 2.21415 -6.89986
*
```

Computed properties:
Frontier orbital gap (alpha / beta) in eV: 4.2 / 4.2
Relative energy (zero: lowest compared OMol25 entry of this formula, charge and spin) in kcal per mole: 67.4
Lowest unoccupied orbital energy (alpha / beta) in eV: 3.26 / 3.26
Electronic energy in a.u.: -14031.25031



Entry 3:
Entry from OMol25: a molecular structure, C40H57AsN10OS4Ti (ωB97M-V/def2-TZVPD).

```
! wB97M-V def2-TZVPD RIJCOSX def2/J DEFGRID3
* xyz 4 1
Ti -1.28055 -0.29938 0.32241
C -3.11515 -3.80968 -1.25899
C -2.15325 -4.44198 -0.27689
S -0.73635 -3.33398 0.10901
C -0.08355 -4.19428 1.60701
C 0.67975 -3.24408 2.51091
S -0.17865 -1.66078 2.79361
C -1.51805 -2.19508 3.94421
C -2.70125 -1.24608 3.90031
S -3.32775 -0.94738 2.20091
C -4.32665 -2.49388 2.00011
C -4.93365 -2.63178 0.61641
S -3.78005 -2.18838 -0.73249
H -3.96105 -4.47568 -1.43669
H -2.62845 -3.60508 -2.21199
H -1.73635 -5.35638 -0.70209
H -2.65075 -4.68608 0.66131
H 0.57665 -4.99308 1.26501
H -0.93145 -4.64568 2.12461
H 1.64555 -2.96188 2.08931
H 0.85455 -3.70748 3.48321
H -1.09645 -2.20878 4.95211
H -1.81345 -3.20718 3.66641
H -2.45345 -0.26208 4.30231
H -3.53205 -1.63878 4.49071
H -5.12425 -2.42778 2.74241
H -3.67545 -3.33178 2.24631
H -5.78275 -1.96078 0.49441
H -5.28405 -3.65128 0.45221
C 0.64225 4.70882 2.33691
N 0.19605 3.34512 2.18641
C -0.02275 2.61162 1.09561
N -0.48205 1.39552 1.44601
C -0.49685 1.47432 2.81241
N -0.09265 2.62422 3.25921
C 2.12445 4.84272 2.63701
C 2.59915 6.04532 3.16661
C 3.93785 6.18832 3.49921
C 4.82655 5.14682 3.29561
C 4.36205 3.95952 2.72421
C 3.00675 3.80842 2.40791
C 5.25965 2.87512 2.43091
N 6.48775 2.68452 2.83441
N 6.92895 1.57802 2.31191
C 5.98555 1.06672 1.56861
O 4.88095 1.85362 1.62351
C 5.99275 -0.10828 0.73701
C 7.02375 -1.04818 0.77661
C 6.98645 -2.13638 -0.07879
C 5.93755 -2.29428 -0.97369
C 4.90975 -1.35568 -1.01669
C 3.80075 -1.48548 -2.04169
N 2.59055 -0.85668 -1.58459
C 1.80615 -1.21398 -0.56859
N 0.85425 -0.29548 -0.39069
C 1.13785 0.62442 -1.35839
N 2.17125 0.29912 -2.07849
C 4.94055 -0.26608 -0.16849
H 0.08755 5.11992 3.18451
H 0.38885 5.27122 1.43501
H 0.16765 2.96192 0.09671
H -0.78445 0.69232 3.48411
H 1.92125 6.86832 3.33171
H 4.28695 7.11372 3.93081
H 5.86705 5.24132 3.56501
H 2.67445 2.86282 2.00041
H 7.84675 -0.90768 1.45791
H 7.78315 -2.86498 -0.06579
H 5.93495 -3.12688 -1.66229
H 3.61975 -2.53938 -2.26279
H 4.10175 -0.97598 -2.96139
H 1.94645 -2.11638 -0.00499
H 0.57805 1.52552 -1.53559
H 4.18845 0.50812 -0.22169
N -1.39385 -0.86228 -1.59539
C -1.00075 -1.27748 -2.62379
N -0.59705 -1.70898 -3.74139
C -0.46665 -3.15168 -4.01859
C 0.29745 -3.36528 -5.31969
C 1.53055 -2.46998 -5.35219
C 1.13175 -0.98598 -5.32699
C -0.30885 -0.79358 -4.85249
H -1.46375 -3.59888 -4.09069
H 0.07065 -3.61118 -3.18119
H -0.34085 -3.16918 -6.17919
H 0.58885 -4.41378 -5.37049
H 2.10825 -2.68448 -6.24769
H 2.15825 -2.71328 -4.49249
H 1.19935 -0.56578 -6.32879
H 1.81305 -0.42278 -4.68899
H -1.01675 -1.02028 -5.65339
H -0.47325 0.23202 -4.51959
C -5.86145 1.04752 0.76201
C -5.09645 1.17882 -0.54879
As -3.13055 1.45462 -0.40449
C -3.10725 3.26342 0.43661
C -3.24945 3.23992 1.96381
C -2.67895 1.95272 -2.28399
C -3.65545 2.90842 -2.97089
H -6.92825 1.03992 0.54241
H -5.67305 1.89162 1.42421
H -5.61655 0.12852 1.28841
H -5.44585 2.08312 -1.06399
H -5.27115 0.31252 -1.19609
H -3.93925 3.82372 -0.00549
H -2.18365 3.76532 0.12571
H -4.27975 3.41342 2.26301
H -2.65885 4.02952 2.42211
H -2.93945 2.27922 2.38951
H -2.61665 1.01522 -2.84749
H -1.67455 2.40192 -2.25949
H -4.60515 2.41742 -3.17629
H -3.24415 3.23412 -3.92399
H -3.83595 3.80232 -2.37129
*
```

Computed properties:
Frontier orbital gap in eV: 2.5
Relative energy (zero: lowest compared OMol25 entry of this formula, charge and spin) in kcal per mole: 58.5
Lowest unoccupied orbital energy in eV: -13.15
Electronic energy in a.u.: -6857.83404



Entry 4:
Entry from OMol25: 15 unconnected molecules or ions with the total composition C40H57BrN16O2 (ωB97M-V/def2-TZVPD).

```
! wB97M-V def2-TZVPD RIJCOSX def2/J DEFGRID3
* xyz 0 1
C 0.81953 3.02172 -0.64431
C -0.00734 2.21039 -1.66835
C 0.91771 1.29514 -2.48081
Br 0.05649 0.67567 -4.12948
C 1.41127 0.14857 -1.64751
C 0.68811 -0.88803 -1.20880
N -0.69252 -1.04198 -1.44726
C 1.41600 -1.95406 -0.42511
O 1.17115 -3.11795 -0.65592
C 2.45347 -1.45709 0.52977
C 2.73279 -1.98950 1.91869
C 2.37723 -3.43129 2.25682
C 3.50058 -4.29858 2.78531
N 1.21989 -3.94635 2.18087
C 3.15869 -0.41436 0.07755
C 2.84957 0.15404 -1.25892
O 3.71895 0.59707 -1.98702
H 1.84307 2.64707 -0.59152
H 0.38356 2.93285 0.35033
H 0.85773 4.07736 -0.91052
H -0.55918 2.87078 -2.33409
H -0.69266 1.56203 -1.12338
H 1.77267 1.87898 -2.81857
H -1.10928 -1.34992 -0.57398
H -0.86180 -1.78856 -2.12090
H 2.19260 -1.35331 2.63005
H 3.79308 -1.81850 2.09985
H 3.73497 -5.10139 2.08844
H 4.38631 -3.69840 2.99441
H 3.19055 -4.74342 3.73239
H 0.54117 -3.27319 1.82338
H 3.94688 0.04276 0.66594
C -2.99396 0.01096 2.50971
C -1.70621 -0.01320 1.83985
N -0.69173 -0.03787 1.30080
H -3.49124 0.95982 2.31848
H -3.61850 -0.79780 2.14144
H -2.85082 -0.11179 3.57922
C -4.90589 2.31179 -0.82378
C -5.41921 1.28321 0.07434
N -5.77516 0.45045 0.78295
H -4.51787 1.84292 -1.72643
H -5.70495 3.00078 -1.08798
H -4.10534 2.85935 -0.33884
C 1.71370 -5.65727 -2.46208
C 1.13858 -6.31079 -3.63266
N 0.70264 -6.82541 -4.56373
H 2.51530 -6.27024 -2.05381
H 2.11502 -4.68858 -2.74768
H 0.95313 -5.50298 -1.70061
C 6.61821 1.55441 -2.61895
C 7.75229 1.67919 -1.71050
N 8.64675 1.77741 -0.99500
H 5.69215 1.45621 -2.05740
H 6.55440 2.43544 -3.25097
H 6.74306 0.67222 -3.24437
C -5.03012 -2.78907 5.04478
C -3.76499 -2.83416 4.33107
N -2.75024 -2.85561 3.79357
H -5.45800 -1.79426 4.89692
H -5.70561 -3.55067 4.65978
H -4.85854 -2.95957 6.10737
C -4.92470 6.65447 -2.04215
C -4.00509 5.65047 -1.52399
N -3.27524 4.86129 -1.11775
H -5.68525 6.87624 -1.29657
H -4.37992 7.56431 -2.26955
H -5.40273 6.27897 -2.94628
C -8.16393 0.50164 2.92963
C -7.16397 0.32748 3.97132
N -6.35809 0.18384 4.77766
H -8.57559 1.50783 2.98065
H -7.69226 0.35076 1.95994
H -8.96632 -0.22130 3.06439
C 7.59277 -2.06760 4.09696
C 6.64649 -1.53431 3.12640
N 5.90023 -1.11479 2.36065
H 8.51021 -1.48305 4.07352
H 7.16273 -2.01963 5.09541
H 7.82223 -3.10351 3.85505
C 1.79069 -3.02151 -4.83460
C 0.54930 -3.13025 -4.08666
N -0.43052 -3.27050 -3.50497
H 1.62146 -2.43958 -5.73895
H 2.55147 -2.52584 -4.23310
H 2.14123 -4.01844 -5.09657
C 6.24040 4.11240 -6.21491
C 5.20712 3.71994 -5.26407
N 4.39669 3.40568 -4.51286
H 5.85461 4.88056 -6.88196
H 7.10377 4.50495 -5.68082
H 6.54683 3.24979 -6.80328
C -3.62621 0.18107 6.62563
C -3.04672 0.72201 7.84783
N -2.58871 1.14863 8.81140
H -3.24508 -0.82453 6.45600
H -4.70851 0.13950 6.70823
H -3.36782 0.82085 5.78379
C 0.02111 -2.19820 5.85304
C -1.11062 -2.38072 6.75162
N -2.00379 -2.52469 7.46076
H -0.15765 -1.34001 5.20699
H 0.92717 -2.02998 6.43313
H 0.14131 -3.08483 5.23182
C -5.71280 11.41829 -1.83582
C -4.83141 10.36359 -1.35068
N -4.13196 9.53488 -0.97067
H -6.46721 11.64213 -1.08435
H -5.13339 12.31661 -2.03855
H -6.20462 11.09674 -2.75175
C 1.94492 -6.35837 -7.65936
C 2.91803 -6.00496 -6.63582
N 3.66526 -5.71427 -5.81326
H 0.94015 -6.27363 -7.24837
H 2.04596 -5.69039 -8.51271
H 2.10988 -7.38348 -7.98427
*
```

Computed properties:
Frontier orbital gap in eV: 8.3
Lowest unoccupied orbital energy in eV: -0.27
Electronic energy in a.u.: -5158.82574